--- a ---
DFT (ωB97M-V/def2-TZVPD) results for an isolated ion of composition C5H12NO and charge -1.

Atoms and positions in Å:
C 0.67289 2.41437 -0.70110
N -0.40780 1.29687 -0.82785
C 0.08399 -0.04986 -0.47712
C 1.22601 -0.19929 0.51736
C -1.10822 -0.73086 0.14676
C -1.04518 -2.29761 0.45333
O -0.40212 -2.59775 1.69224
H 1.15196 2.54737 0.38220
H 1.55633 2.02572 -1.31005
H 0.15591 3.40553 -1.04886
H -1.14538 1.58503 -0.14303
H 0.34522 -0.55275 -1.38720
H 1.36066 -1.37346 0.75723
H 2.24070 0.21036 0.24820
H 1.07843 0.36124 1.44018
H -1.91295 -0.50952 -0.67552
H -1.45689 -0.28512 1.04751
H -0.34447 -2.54218 -0.34176
H -2.04908 -2.70808 0.22748

Computed properties:
Kohn-Sham gap (eV): 5.92
E_LUMO (Eh): 0.136
Total charge: -1
HOMO level (hartree): -0.0817

--- b ---
DFT (ωB97M-V/def2-TZVPD) results for an isolated ion of composition C5H12NO and charge -1.

Atoms and positions in Å:
C 0.28347 -0.14777 -1.79822
C 0.02155 -0.60894 -0.39806
C -1.13394 -1.64277 -0.30460
C -0.00884 0.42835 0.79012
N -0.86427 1.56209 0.47415
C 1.45806 0.86197 1.22261
O 2.41170 0.43825 0.39387
H 0.53894 -1.01268 -2.41373
H -0.61925 0.30266 -2.23000
H 1.01564 0.67031 -1.80803
H 1.01135 -1.01790 -0.08738
H -1.11531 -2.29401 0.59546
H -1.17711 -2.33835 -1.15957
H -2.09698 -1.13405 -0.25179
H -0.33644 -0.28224 1.58407
H -0.58336 2.28328 1.13890
H -1.84500 1.38177 0.66371
H 1.62804 0.54989 2.29930
H 1.41175 2.00013 1.28919

Computed properties:
Kohn-Sham gap (eV): 6.33
E_LUMO (Eh): 0.146
Total charge: -1
HOMO level (hartree): -0.0863

Tell me which of them is the most stable. Sure, it is b.

--- a ---
DFT (ωB97M-V/def2-TZVPD) results for an isolated ion of composition C5H12NO and charge -1.

Atoms and positions in Å:
C 0.69454 1.71264 -2.16138
C 0.49679 1.12734 -0.71650
C -0.31785 -0.12595 -0.63785
C -1.82762 -0.08037 -1.15817
N -0.48050 -0.61204 0.72477
C 0.38543 -1.44573 1.70515
O 1.16308 -0.78886 2.62743
H -0.25949 2.20449 -2.43631
H 1.01005 0.92789 -2.89724
H 1.48241 2.48736 -2.15420
H 0.26770 1.91994 0.04533
H 1.44006 0.80606 -0.31595
H 0.25014 -0.92887 -1.16444
H -1.84516 0.57366 -2.04633
H -2.31510 -0.97787 -1.28811
H -2.35428 0.62816 -0.39185
H -0.79652 0.19664 1.23209
H -0.34596 -2.19374 2.14297
H 0.93734 -2.17608 0.99378

Computed properties:
Kohn-Sham gap (eV): 6.00
E_LUMO (Eh): 0.137
Total charge: -1
HOMO level (hartree): -0.0837

--- b ---
DFT (ωB97M-V/def2-TZVPD) results for an isolated ion of composition C5H12NO and charge -1.

Atoms and positions in Å:
C -0.94670 -0.87410 -1.12526
C -0.79317 0.04641 0.07510
C -1.25970 1.68878 -0.10215
O -2.54964 1.88116 0.01741
N 0.59943 0.08929 0.58836
C 1.66460 0.23232 -0.40801
C 0.79308 -1.02628 1.52937
H -2.00815 -1.03773 -1.33070
H -0.82409 -0.21001 -2.00985
H -0.17470 -1.64474 -1.14610
H -1.42469 -0.27367 0.92690
H -0.62764 2.12399 0.70410
H -0.81781 1.91572 -1.10493
H 1.80560 -0.63049 -1.06905
H 2.54867 0.49325 0.18429
H 1.44269 0.99326 -1.17457
H 0.41062 -1.98180 1.17619
H 1.81154 -1.21373 1.84655
H 0.35006 -0.57165 2.42235

Computed properties:
Kohn-Sham gap (eV): 5.85
E_LUMO (Eh): 0.140
Total charge: -1
HOMO level (hartree): -0.0752

--- c ---
DFT (ωB97M-V/def2-TZVPD) results for an isolated ion of composition C5H12NO and charge -1.

Atoms and positions in Å:
C 1.75497 0.02960 2.14303
C 0.49404 0.01700 1.29499
C 0.62866 0.65927 -0.07655
C -0.72465 0.85255 -0.76039
N -1.58666 -0.32185 -0.73347
C -1.24488 -1.21472 -1.93902
O -1.44271 -0.67042 -3.11206
H 2.00514 1.03774 2.46787
H 1.59234 -0.51193 3.07968
H 2.59325 -0.46224 1.65021
H 0.14193 -1.01228 1.16281
H -0.33614 0.50853 1.81910
H 1.37721 0.10269 -0.63397
H 1.06558 1.65106 0.05720
H -1.19376 1.70814 -0.26707
H -0.55542 1.17808 -1.79629
H -2.50729 0.04828 -0.95509
H -1.87477 -2.11441 -1.72222
H -0.18683 -1.48508 -1.67878

Computed properties:
Kohn-Sham gap (eV): 6.21
E_LUMO (Eh): 0.138
Total charge: -1
HOMO level (hartree): -0.0898

Tell me which of them is the most stable. Sure, it is c.

--- a ---
DFT (ωB97M-V/def2-TZVPD) results for a 2-piece molecular cluster, C2H6NP overall.

Atoms and positions in Å:
C -1.70742 0.11055 0.02589
C 0.38995 -0.47766 -0.42287
N -1.68885 1.32079 0.21303
P 0.92208 1.24204 -0.40473
H -2.43578 -0.68450 0.02981
H 0.62757 -1.12299 0.40693
H 0.30276 -0.95133 -1.38767
H -2.52851 1.85344 0.43723
H 2.28507 0.95541 -0.55650
H 1.06423 1.33710 0.97916

Computed properties:
Kohn-Sham gap (eV): 9.73
E_LUMO (Eh): 0.042
Total charge: 0
HOMO level (hartree): -0.3156

--- b ---
DFT (ωB97M-V/def2-TZVPD) results for a 2-piece molecular cluster, C2H6NP overall.

Atoms and positions in Å:
C 2.31060 0.45454 0.06502
C 1.09672 0.41804 -0.69110
N 0.06208 0.41050 -1.17523
H 2.36107 1.39277 0.64351
H 3.06904 0.61490 -0.66574
H 2.74877 -0.49258 0.65310
P -3.03345 -0.35228 -0.12850
H -2.28538 0.27143 0.90860
H -4.04378 -1.18826 0.58055
H -2.28568 -1.52907 -0.19021

Computed properties:
Kohn-Sham gap (eV): 10.04
E_LUMO (Eh): 0.024
Total charge: 0
HOMO level (hartree): -0.3449

--- c ---
DFT (ωB97M-V/def2-TZVPD) results for a single C2H6NP molecule.

Atoms and positions in Å:
C -0.48084 -1.14964 -1.03684
C 1.22723 0.45942 0.23707
N 0.02847 -0.09528 -0.33521
P -1.33419 0.64563 0.50019
H -1.59156 -1.37797 -0.86615
H 0.23970 -1.86437 -1.40030
H 1.18045 1.59656 0.45246
H 2.19109 0.09471 0.00784
H -0.65031 1.72554 0.77195
H -0.81003 -0.03461 1.66900

Computed properties:
Kohn-Sham gap (spin up / spin down) (eV): 7.80 / 8.04
E_LUMO (spin up / spin down) (Eh): 0.023 / 0.027
Total charge: 0
HOMO level (spin up / spin down) (hartree): -0.2635 / -0.2687

Tell me which of them is the most stable. Sure, it is b.

--- a ---
DFT (ωB97M-V/def2-TZVPD) results for C3H4S as an isolated structure.

Atoms and positions in Å:
C -0.08374 -0.32288 -0.73646
C -1.19133 0.28989 -0.33337
C 0.74963 -0.15672 0.46665
S -0.57201 0.71992 1.29576
H 0.30149 -0.73911 -1.64082
H -2.23828 0.58006 -0.61901
H 1.25781 -0.94245 1.11169
H 1.77643 0.57129 0.45556

Computed properties:
Kohn-Sham gap (eV): 9.31
E_LUMO (Eh): 0.033
Total charge: 0
HOMO level (hartree): -0.3095

--- b ---
DFT (ωB97M-V/def2-TZVPD) results for a 2-piece molecular cluster, C3H4S overall.

Atoms and positions in Å:
C -0.52369 1.24629 0.32301
C 1.58071 0.66775 -0.68307
C -1.39545 0.13379 0.06466
S 1.98236 -0.59359 0.28220
H -1.20387 -0.40109 1.01219
H -1.16514 -0.54060 -0.76238
H -2.45212 0.41784 0.05597
H 3.17720 -0.93040 -0.29259

Computed properties:
Kohn-Sham gap (spin up / spin down) (eV): 7.64 / 7.36
E_LUMO (spin up / spin down) (Eh): -0.006 / -0.014
Total charge: 0
HOMO level (spin up / spin down) (hartree): -0.2869 / -0.2845

Tell me which of them is the most stable. Sure, it is a.